(1)
The following is a DFT calculation (the ωB97M-V functional and the def2-TZVPD basis) of a molecular structure, CH5N5.

```
11
Properties=species:S:1:pos:R:3:lowdin_charge:R:1
C 1.4462 -0.1323 0.8086 -0.22
N 1.1707 1.2925 0.8349 -0.01
N 0.2512 1.5809 0.0603 -0.04
N 0.3361 -0.6178 -0.0588 -0.04
N -0.1987 0.5144 -0.6581 -0.18
N -1.9686 0.4686 -0.8692 0.10
H 2.5081 -0.1533 0.5069 0.10
H 1.3206 -0.7196 1.8012 0.12
H 0.3962 -1.2295 -0.8479 0.10
H -1.9700 0.6966 -1.8468 0.02
H -2.1730 1.3464 -0.3765 0.03
```

Energy above the lowest of the compared OMol25 structures with the same formula, charge and spin (eV): 2.927
Spin multiplicity: 1
HOMO level (eV): -8.30

---

(2)
The following is a DFT calculation (the ωB97M-V functional and the def2-TZVPD basis) of 8 unconnected molecules or ions with the total composition C32H88N8O8.

```
136
Properties=species:S:1:pos:R:3:lowdin_charge:R:1
C -7.4828 5.6722 -1.9529 -0.08
O -8.9012 5.9795 -1.8581 -0.20
C -9.4714 6.2368 -3.1203 -0.22
C -11.0227 6.5389 -2.9510 -0.40
C -11.8360 6.4655 -4.2964 -0.06
N -11.1240 7.8956 -2.4643 0.01
H -7.3448 4.7910 -2.5794 0.08
H -7.1447 5.4214 -0.9475 0.08
H -6.8687 6.4992 -2.3093 0.08
H -8.9645 7.1132 -3.5242 0.12
H -9.3820 5.3893 -3.7999 0.12
H -11.4658 5.8401 -2.2415 0.14
H -12.0223 5.4001 -4.4318 0.07
H -11.3120 6.9612 -5.1136 0.07
H -12.8016 6.9454 -4.1370 0.07
H -10.6599 7.7309 -1.5825 0.06
H -10.4978 8.5437 -2.9203 0.07
C 2.7423 -3.2331 -1.1246 -0.08
O 1.8940 -2.1255 -0.7167 -0.19
C 1.7811 -1.0955 -1.6536 -0.24
C 0.9202 0.0515 -1.1150 -0.40
C -0.4619 -0.4984 -0.6160 -0.05
N 0.6816 1.0936 -2.1260 0.02
H 2.4378 -3.6227 -2.0960 0.08
H 2.5956 -4.1060 -0.4886 0.08
H 3.8029 -2.9907 -1.0585 0.08
H 2.7461 -0.6666 -1.9238 0.12
H 1.4292 -1.5287 -2.5899 0.12
H 1.4520 0.5584 -0.3099 0.13
H -0.3243 -1.0180 0.3323 0.07
H -0.8958 -1.0975 -1.4166 0.08
H -1.1746 0.3092 -0.4490 0.06
H 1.3999 1.8029 -2.1594 0.06
H -0.1247 1.6778 -1.9564 0.06
C -4.2023 5.7182 -7.0525 -0.17
O -4.6929 4.4857 -6.6818 -0.18
C -4.5690 3.6098 -7.8797 -0.14
C -4.9885 2.1331 -7.5724 -0.46
C -4.3007 1.4334 -6.4326 -0.07
N -4.8933 1.3248 -8.7853 0.03
H -3.1655 5.6723 -7.3859 0.08
H -4.1338 6.2621 -6.1104 0.09
H -4.7938 6.1334 -7.8685 0.09
H -5.1481 4.0033 -8.7151 0.12
H -3.5258 3.5351 -8.1866 0.12
H -6.0451 2.1377 -7.3046 0.13
H -3.2438 1.5068 -6.6887 0.08
H -4.4745 0.3768 -6.2288 0.08
H -4.5780 1.9809 -5.5318 0.08
H -4.9092 0.3845 -8.4168 0.06
H -3.9213 1.3686 -9.0560 0.06
C -1.0441 4.2183 4.1714 -0.12
O -1.1142 3.6949 5.4642 -0.21
C -1.3539 2.2713 5.5213 -0.19
C -1.5475 1.8067 6.9925 -0.44
C -0.2235 2.1140 7.6913 -0.07
N -1.9032 0.4054 7.0403 0.04
H -0.7416 5.2633 4.2379 0.09
H -2.0512 4.1654 3.7577 0.09
H -0.3116 3.6801 3.5699 0.08
H -2.2939 2.0944 4.9987 0.12
H -0.5608 1.7863 4.9522 0.12
H -2.3291 2.4151 7.4476 0.14
H 0.5683 1.7146 7.0577 0.08
H -0.1129 1.6554 8.6739 0.07
H -0.0295 3.1824 7.7868 0.08
H -1.9107 0.2922 8.0439 0.07
H -1.1950 -0.1903 6.6355 0.07
C 1.7305 -11.4344 -0.0121 -0.12
O 1.2199 -12.3218 0.9911 -0.18
C 1.0902 -11.6530 2.2616 -0.18
C 0.0554 -12.4236 3.1428 -0.43
C -1.3345 -12.5513 2.4891 -0.07
N -0.1805 -11.8017 4.4473 0.01
H 1.0538 -10.7289 -0.4942 0.08
H 2.1351 -12.0568 -0.8102 0.08
H 2.6010 -10.8579 0.3012 0.08
H 2.0945 -11.6132 2.6833 0.12
H 0.6935 -10.6387 2.2183 0.12
H 0.3450 -13.4544 3.3470 0.13
H -2.0979 -12.7341 3.2454 0.07
H -1.3083 -13.2441 1.6480 0.07
H -1.6411 -11.6106 2.0317 0.07
H -0.6203 -12.4041 5.1283 0.07
H 0.7331 -11.6420 4.8472 0.06
C 1.1737 -4.3536 5.3914 -0.10
O 0.3184 -4.7872 6.4188 -0.21
C -0.7042 -5.7327 6.1418 -0.20
C -1.1847 -6.3620 7.4818 -0.42
C -0.0721 -6.9844 8.3092 -0.07
N -2.1698 -7.4222 7.2442 0.02
H 1.5803 -5.2969 5.0268 0.08
H 1.9810 -3.7439 5.7972 0.09
H 0.6636 -3.8092 4.5967 0.08
H -1.5180 -5.2959 5.5629 0.12
H -0.3400 -6.5399 5.5063 0.12
H -1.6821 -5.5897 8.0686 0.13
H -0.4679 -7.4039 9.2341 0.08
H 0.7679 -6.3562 8.6060 0.07
H 0.3985 -7.8343 7.8149 0.07
H -1.7220 -8.2071 6.7931 0.06
H -2.8656 -7.1875 6.5507 0.06
C 10.7428 4.3437 -3.6926 -0.08
O 10.3039 3.0271 -4.1233 -0.21
C 9.0075 3.0642 -4.6825 -0.24
C 8.4085 1.6541 -4.8914 -0.40
C 6.9501 1.8261 -5.4403 -0.06
N 8.5123 0.9007 -3.6009 0.04
H 10.1194 4.6576 -2.8554 0.08
H 10.5797 5.0658 -4.4926 0.08
H 11.7849 4.5059 -3.4170 0.08
H 8.3773 3.5523 -3.9390 0.12
H 9.0743 3.4758 -5.6896 0.13
H 8.9464 1.1594 -5.7001 0.13
H 6.3474 2.2329 -4.6283 0.07
H 6.6151 0.8837 -5.8735 0.07
H 6.8587 2.5895 -6.2130 0.07
H 9.3625 1.3324 -3.2680 0.04
H 7.8521 1.2573 -2.9248 0.06
C 5.8441 1.8084 1.4088 -0.13
O 6.0868 2.9974 0.6942 -0.17
C 5.5919 4.1328 1.4486 -0.21
C 5.4630 5.3353 0.6159 -0.46
C 4.8246 6.5576 1.3116 -0.06
N 4.4919 5.0529 -0.4459 0.03
H 6.4926 1.7357 2.2819 0.08
H 6.1759 0.9121 0.8846 0.08
H 4.8420 1.6304 1.7990 0.09
H 4.6423 3.8921 1.9266 0.13
H 6.2894 4.3311 2.2625 0.13
H 6.4196 5.6335 0.1868 0.14
H 4.6706 7.3895 0.6243 0.08
H 5.4565 6.8665 2.1443 0.07
H 3.8903 6.2735 1.7960 0.08
H 4.3226 5.9355 -0.9068 0.06
H 5.0673 4.4928 -1.0585 0.06
```

Energy above the lowest of the compared OMol25 structures with the same formula, charge and spin (eV): 4.636
Spin multiplicity: 1
SMILES: COC[C@H](C)N.COC[C@H](C)N.COC[C@H](C)N.COC[C@H](C)N.COC[C@H](C)N.COC[C@H](C)N.COC[C@H](C)N.COC[C@H](C)N
HOMO level (eV): -9.14

---

(3)
The following is a DFT calculation (the ωB97M-V functional and the def2-TZVPD basis) of C3H4O3 in the gas phase.

```
10
Properties=species:S:1:pos:R:3:lowdin_charge:R:1
C 1.2620 -1.2365 0.2058 -0.04
O 0.6479 0.0478 0.3704 -0.03
C -0.4400 0.2150 -0.3831 -0.56
O -0.9455 -0.6336 -1.0841 0.10
C -0.9604 1.6073 -0.4920 0.06
O -1.6962 1.8969 0.5481 0.07
H 2.1461 -1.2278 0.8412 0.09
H 0.5734 -2.0298 0.5048 0.10
H 1.5350 -1.3792 -0.8427 0.10
H -2.1224 2.7399 0.3315 0.11
```

Energy above the lowest of the compared OMol25 structures with the same formula, charge and spin (eV): 3.263
Spin multiplicity: 1
HOMO level (eV): -9.31

---

(4)
The following is a DFT calculation (the ωB97M-V functional and the def2-TZVPD basis) of 2 unconnected molecules or ions with the total composition FH3P2.

```
6
Properties=species:S:1:pos:R:3:lowdin_charge:R:1
F -1.5927 -2.1954 0.9361 -0.06
P 1.3283 1.5640 -0.9915 0.31
P -0.0609 0.4948 -0.0601 0.30
H 1.3755 2.2985 0.1532 -0.28
H -0.8348 -1.8202 1.1544 -0.05
H -0.2154 -0.3418 -1.1920 -0.22
```

Energy above the lowest of the compared OMol25 structures with the same formula, charge and spin (eV): 0.993
Spin multiplicity: 1
HOMO level (eV): -9.98

---

Q: The highest energy above the lowest of the compared OMol25 structures with the same formula, charge and spin belongs to which entry?
A: C32H88N8O8

---

Q: Number 3 is which compound?
A: C3H4O3